No. 1
# C25H10F15GeMgOS6

C25H10F15GeMgOS6 as an isolated structure in a non-equilibrium geometry (ωB97M-V/def2-TZVPD, OMol25).

The geometry in ORCA input format:
```
! RIJCOSX wB97M-V def2-TZVPD def2/J DEFGRID3
* xyz -1 1
Mg 0.04 -0.40 -1.82
S -5.72 -3.24 -4.95
C -4.40 -2.58 -4.17
S -4.55 -1.33 -3.04
C -2.86 -1.14 -2.64
C -2.02 -2.03 -3.19
S -0.31 -2.46 -2.98
S -2.75 -3.02 -4.42
S -2.40 0.07 -1.37
C -1.52 1.86 -4.24
C -0.06 2.03 -3.76
O 0.53 0.75 -3.50
C 1.14 0.15 -4.73
C 2.51 -0.32 -4.27
H -1.57 1.13 -5.01
H -1.83 2.83 -4.63
H -2.19 1.52 -3.47
H -0.13 2.58 -2.83
H 0.50 2.58 -4.56
H 1.22 0.94 -5.46
H 0.56 -0.68 -5.16
H 3.06 0.56 -3.90
H 3.10 -0.88 -4.98
H 2.35 -1.05 -3.41
F -1.80 1.33 2.73
C -1.81 0.11 2.15
C -0.73 -0.55 1.69
C -0.84 -1.83 1.18
F 0.22 -2.49 0.70
C -2.08 -2.41 1.09
F -2.25 -3.56 0.40
C -3.19 -1.80 1.69
F -4.43 -2.42 1.65
C -3.05 -0.55 2.21
F -4.18 0.09 2.65
Ge 1.01 0.17 1.60
S 1.88 0.03 -0.37
C 0.98 2.04 2.31
C 1.82 2.52 3.36
F 2.52 1.66 4.11
C 1.81 3.85 3.77
F 2.64 4.34 4.70
C 0.97 4.75 3.10
F 0.92 6.08 3.40
C 0.21 4.34 1.99
F -0.48 5.24 1.29
C 0.32 2.98 1.57
F -0.24 2.60 0.40
C 1.79 -1.00 3.09
C 1.06 -1.66 4.01
F -0.22 -1.34 4.25
C 1.61 -2.68 4.68
F 0.81 -3.48 5.44
C 2.91 -3.07 4.52
F 3.31 -4.16 5.14
C 3.75 -2.32 3.62
F 5.04 -2.63 3.40
C 3.13 -1.37 2.92
F 3.86 -0.64 2.05
*
```

Summary:
energy relative to the best compared isomer or geometry (same formula, charge and spin) = 33.40 kJ/mol
F_max = 3.20 eV/Å
E_LUMO = 1.96 eV
highest occupied orbital energy = -0.16676 Eh
gap between HOMO and LUMO = 6.50 eV
electronic energy = -195872.1542 eV


No. 2
# C25H12Br2CsF15GeN3O2S

C25H12Br2CsF15GeN3O2S as an isolated structure in a non-equilibrium geometry (ωB97M-V/def2-TZVPD, OMol25).

The geometry in ORCA input format:
```
! RIJCOSX wB97M-V def2-TZVPD def2/J DEFGRID3
* xyz -1 1
Cs 1.36 -0.97 -1.21
Br 0.89 -2.38 2.48
C -0.50 -3.15 1.34
Br 0.15 -3.97 -0.28
H -1.16 -2.34 1.06
H -0.98 -3.91 1.94
C 6.39 -0.05 -0.23
N 5.82 -1.19 -0.93
C 6.56 -2.29 -1.23
C 6.01 -3.35 -1.84
C 4.59 -3.31 -2.18
N 3.87 -2.18 -1.87
C 4.45 -1.14 -1.29
O 3.86 -0.08 -1.02
N 3.97 -4.30 -2.75
H 7.44 -0.23 -0.05
H 5.88 0.12 0.72
H 6.27 0.86 -0.82
H 7.60 -2.26 -0.94
H 6.60 -4.22 -2.09
H 4.60 -5.07 -2.92
H 2.29 -3.89 -3.11
C 0.85 -4.63 -4.19
O 1.34 -3.68 -3.28
H 1.29 -4.53 -5.19
H -0.23 -4.49 -4.28
H 1.02 -5.66 -3.85
F -2.24 -0.86 2.76
C -3.48 -0.34 2.72
C -3.78 0.62 1.76
C -5.07 1.12 1.80
F -5.47 2.03 0.91
C -6.01 0.71 2.74
F -7.24 1.22 2.74
C -5.66 -0.24 3.67
F -6.55 -0.65 4.58
C -4.38 -0.77 3.67
F -4.03 -1.69 4.58
Ge -2.45 1.01 0.35
S -2.01 -0.68 -0.86
C -3.07 2.64 -0.61
C -3.26 2.77 -1.98
F -3.09 1.73 -2.80
C -3.63 3.97 -2.57
F -3.80 4.05 -3.89
C -3.82 5.09 -1.78
F -4.18 6.25 -2.34
C -3.65 5.00 -0.41
F -3.85 6.08 0.36
C -3.28 3.79 0.13
F -3.15 3.74 1.47
C -0.80 1.73 1.24
C -0.62 1.88 2.61
F -1.62 1.60 3.47
C 0.56 2.33 3.18
F 0.68 2.44 4.50
C 1.61 2.69 2.36
F 2.75 3.14 2.89
C 1.47 2.60 0.99
F 2.46 3.00 0.19
C 0.28 2.14 0.47
F 0.16 2.13 -0.88
*
```

Summary:
energy relative to the best compared isomer or geometry (same formula, charge and spin) = 0.00 kJ/mol
F_max = 1.10 eV/Å
E_LUMO = 1.99 eV
highest occupied orbital energy = -0.20432 Eh
gap between HOMO and LUMO = 7.55 eV
electronic energy = -283433.6788 eV


No. 3
# C25H14Cl4FeGeN5O4S2

C25H14Cl4FeGeN5O4S2 as an isolated structure in a non-equilibrium geometry (ωB97M-V/def2-TZVPD, OMol25).

The geometry in ORCA input format:
```
! RIJCOSX wB97M-V def2-TZVPD def2/J DEFGRID3
* xyz 1 5
Fe 12.36 -7.41 5.89
S 15.39 -9.80 8.54
C 15.65 -8.14 9.05
C 16.64 -7.61 9.89
C 16.50 -6.27 10.19
C 15.56 -5.46 9.56
C 14.58 -5.98 8.71
C 14.63 -7.37 8.47
N 13.82 -8.04 7.58
C 14.05 -9.33 7.56
C 13.14 -10.39 7.10
C 13.57 -11.52 6.45
C 12.64 -12.44 6.05
C 11.30 -12.36 6.44
C 10.90 -11.28 7.23
C 11.84 -10.33 7.63
H 17.45 -8.24 10.28
H 17.24 -5.95 10.93
H 15.49 -4.40 9.72
H 13.85 -5.34 8.22
H 14.53 -11.56 5.95
H 12.93 -13.28 5.43
H 10.58 -13.16 6.20
H 9.90 -11.31 7.65
S 13.31 -13.20 1.33
N 11.97 -12.57 2.01
C 12.32 -11.53 2.73
C 11.43 -10.78 3.48
C 10.03 -10.87 3.42
C 9.25 -10.00 4.11
C 9.87 -9.00 4.85
N 11.18 -8.83 4.84
C 11.95 -9.69 4.19
C 13.40 -9.37 4.13
N 13.79 -8.32 4.82
C 15.03 -7.92 4.64
C 15.96 -8.56 3.84
C 15.51 -9.62 3.03
C 14.23 -10.09 3.24
C 13.69 -11.20 2.53
N 14.35 -11.98 1.74
H 9.63 -11.67 2.84
H 8.14 -10.06 4.21
H 9.28 -8.27 5.40
H 15.33 -7.11 5.27
H 16.99 -8.21 3.64
H 16.10 -10.12 2.27
Cl 10.63 -7.05 8.05
Ge 11.07 -9.00 8.91
Cl 12.63 -8.85 10.44
Cl 9.17 -9.62 9.68
O 11.19 -5.65 5.26
Cl 12.44 -4.83 5.22
O 13.49 -5.78 5.69
O 12.38 -3.79 6.15
O 12.69 -4.45 3.88
*
```

Summary:
energy relative to the best compared isomer or geometry (same formula, charge and spin) = 3.70 kJ/mol
F_max = 3.40 eV/Å
E_LUMO (spin up / spin down) = -3.83 / -3.99 eV
highest occupied orbital energy (spin up / spin down) = -0.43165 / -0.43050 Eh
gap between HOMO and LUMO (spin up / spin down) = 7.92 / 7.73 eV
electronic energy = -204448.7185 eV


Please write out number 1 again, unchanged.
# C25H10F15GeMgOS6

C25H10F15GeMgOS6 as an isolated structure in a non-equilibrium geometry (ωB97M-V/def2-TZVPD, OMol25).

The geometry in ORCA input format:
```
! RIJCOSX wB97M-V def2-TZVPD def2/J DEFGRID3
* xyz -1 1
Mg 0.04 -0.40 -1.82
S -5.72 -3.24 -4.95
C -4.40 -2.58 -4.17
S -4.55 -1.33 -3.04
C -2.86 -1.14 -2.64
C -2.02 -2.03 -3.19
S -0.31 -2.46 -2.98
S -2.75 -3.02 -4.42
S -2.40 0.07 -1.37
C -1.52 1.86 -4.24
C -0.06 2.03 -3.76
O 0.53 0.75 -3.50
C 1.14 0.15 -4.73
C 2.51 -0.32 -4.27
H -1.57 1.13 -5.01
H -1.83 2.83 -4.63
H -2.19 1.52 -3.47
H -0.13 2.58 -2.83
H 0.50 2.58 -4.56
H 1.22 0.94 -5.46
H 0.56 -0.68 -5.16
H 3.06 0.56 -3.90
H 3.10 -0.88 -4.98
H 2.35 -1.05 -3.41
F -1.80 1.33 2.73
C -1.81 0.11 2.15
C -0.73 -0.55 1.69
C -0.84 -1.83 1.18
F 0.22 -2.49 0.70
C -2.08 -2.41 1.09
F -2.25 -3.56 0.40
C -3.19 -1.80 1.69
F -4.43 -2.42 1.65
C -3.05 -0.55 2.21
F -4.18 0.09 2.65
Ge 1.01 0.17 1.60
S 1.88 0.03 -0.37
C 0.98 2.04 2.31
C 1.82 2.52 3.36
F 2.52 1.66 4.11
C 1.81 3.85 3.77
F 2.64 4.34 4.70
C 0.97 4.75 3.10
F 0.92 6.08 3.40
C 0.21 4.34 1.99
F -0.48 5.24 1.29
C 0.32 2.98 1.57
F -0.24 2.60 0.40
C 1.79 -1.00 3.09
C 1.06 -1.66 4.01
F -0.22 -1.34 4.25
C 1.61 -2.68 4.68
F 0.81 -3.48 5.44
C 2.91 -3.07 4.52
F 3.31 -4.16 5.14
C 3.75 -2.32 3.62
F 5.04 -2.63 3.40
C 3.13 -1.37 2.92
F 3.86 -0.64 2.05
*
```

Summary:
energy relative to the best compared isomer or geometry (same formula, charge and spin) = 33.40 kJ/mol
F_max = 3.20 eV/Å
E_LUMO = 1.96 eV
highest occupied orbital energy = -0.16676 Eh
gap between HOMO and LUMO = 6.50 eV
electronic energy = -195872.1542 eV


Which value of energy relative to the best compared isomer or geometry (same formula, charge and spin) does entry 3 give?
3.70 kJ/mol


What is the electronic energy in the second record?
-283433.6788 eV


Look up the electronic energy of the second one.
-283433.6788 eV